A structure of composition C23H19I2N8O6S2W in a non-equilibrium geometry, computed with ωB97M-V with the def2-TZVPD basis set.

Values from the calculation:
* ΔE to the lowest compared entry with this formula, charge and spin: 170.4 kJ/mol
* total charge: +3
* lowest unoccupied orbital energy: -11.707 eV
* E_tot: -88037.057 eV
* HOMO: -16.591 eV

```
61
C23H19I2N8O6S2W (ωB97M-V with the def2-TZVPD basis set)
H -1.1436 -2.2859 -2.0076
C -0.6328 1.4103 2.7529
H 1.6408 5.0736 1.0889
C 0.5594 1.9751 -3.3202
C -0.7085 -4.2066 4.5578
H -1.2003 3.1464 -3.7545
C 1.8800 1.7110 -3.6591
C 1.7507 3.3864 -5.3787
C -0.0238 -3.5268 3.5607
C -1.3916 0.7103 -0.5729
C 2.3917 4.1442 -6.4179
I -0.4148 -5.3808 0.1254
O 3.9395 -0.1169 1.4824
C -1.6000 -1.8769 3.5514
H -0.2970 -5.1328 4.9343
C 2.2578 3.1553 0.3307
H -0.1329 4.4013 -5.5623
H 0.8983 -3.9396 3.1871
I 1.5835 -3.6058 0.6885
H -3.2562 -2.0005 4.8644
O -3.0442 -0.0458 3.0353
C 0.3615 2.0712 1.9004
C 2.0324 1.7894 0.3759
N -3.7767 -3.5549 -0.6854
H -0.1379 4.0287 2.5537
C 0.3784 0.1185 -1.7019
C 0.5075 3.4385 1.9166
C -0.1673 2.9400 -3.9992
O -1.1898 1.9023 3.6740
N -0.8244 0.0352 2.3401
O 2.0361 -0.9127 0.1217
N 1.0853 1.2390 1.1451
O 3.4678 -2.5194 1.2086
C -2.6402 -2.9012 -0.7898
C 2.4720 2.4084 -4.6948
S 3.0074 -1.1495 1.3220
H -2.4530 -4.2162 5.8135
C -2.3496 -2.4860 4.5272
N 2.9226 4.7600 -7.2277
H 1.1972 -0.4590 -2.0945
H -2.2218 0.6237 0.1067
H -4.2136 -3.6921 0.2142
N -2.0460 -2.7255 -1.9563
N -0.0574 1.2501 -2.2346
H 3.4951 2.2034 -4.9781
H 2.6404 1.1257 -0.2162
H -2.3598 -3.2242 -2.7787
S -2.0315 -2.2367 0.7014
C -1.8975 -3.6948 5.0451
C -1.9880 -0.5726 2.9945
C -1.1875 1.6353 -1.5299
H 3.0514 3.5329 -0.2991
N -0.3918 -0.2687 -0.6688
H 2.4704 0.9816 -3.1185
H -1.7459 2.5279 -1.7496
N -0.4540 -2.3724 3.0450
C 0.4293 3.6480 -5.0281
H -4.1876 -4.0498 -1.4665
O 1.8621 -1.1630 2.3932
C 1.4824 4.0034 1.1045
W 0.3658 -1.0602 1.2277
```



An isolated molecule of C5H9N in a non-equilibrium geometry, computed with ωB97M-V with the def2-TZVPD basis set.

Values from the calculation:
* ΔE to the lowest compared entry with this formula, charge and spin: 211.8 kJ/mol
* lowest unoccupied orbital energy: 0.825 eV
* SMILES: CCCC=C=N
* E_tot: -6818.800 eV
* HOMO: -8.948 eV

```
15
C5H9N (ωB97M-V with the def2-TZVPD basis set)
C -0.4034 1.6370 0.3542
C 0.8734 -1.7684 -1.0405
H 1.5523 -1.3625 -1.7999
H 1.2649 0.9131 -0.7241
C -0.1465 -0.7172 -0.6035
H -0.8344 -1.1547 0.1339
C 0.5391 0.5215 -0.0066
N -1.3987 1.7510 2.6511
H -1.9624 1.0649 2.0793
H -0.9270 2.2161 -0.3981
C -0.7669 1.8503 1.5902
H 1.4856 -2.1011 -0.1936
H 0.3863 -2.6510 -1.4677
H 1.1026 0.2219 0.8862
H -0.7649 -0.4208 -1.4608
```



An isolated molecule of C4H3BrClNO in a non-equilibrium geometry, computed with ωB97M-V with the def2-TZVPD basis set.

Values from the calculation:
* ΔE to the lowest compared entry with this formula, charge and spin: 15.0 kJ/mol
* lowest unoccupied orbital energy (spin up / spin down): -0.924 / -0.922 eV
* E_tot: -90291.015 eV
* HOMO (spin up / spin down): -8.056 / -8.056 eV

```
11
C4H3BrClNO (ωB97M-V with the def2-TZVPD basis set)
O 1.7719 0.9755 -0.2220
Cl -1.6172 0.9999 2.0647
C -0.1870 -0.1493 -0.2445
H -0.1773 -2.2655 -0.8427
N 1.0123 -0.0252 -0.7808
C -0.7672 0.3824 0.8327
H -1.2285 -1.4846 -2.0057
C -0.8635 -1.4199 -0.8688
Br 2.3801 3.0123 1.5378
H -1.7271 -1.6543 -0.2897
C 1.4036 1.6287 0.8191
```